# 1
Density functional theory data (wB97M-V/def2-TZVPD) for one molecule with the formula C9H9N3O in a non-equilibrium geometry.

Output
LUMO level = -0.331 eV
energy relative to the best compared isomer or geometry (same formula, charge and spin) = 65.3 kcal/mol
2S+1 = 1
F_max = 4.69 eV Å⁻¹
SMILES = CC(=O)/C(C#N)=C1\C=CC=CN1N
net charge = 0
HOMO-LUMO gap = 0.2872 Eh

Each atom is followed by the atoms it is bonded to, with distances in Å.
Atoms and positions in Å:
1 C -3.54 -0.45 -0.50  C2 1.554, H14 1.057, H15 1.000, H16 1.086
2 C -2.08 -0.88 -0.16  C1 1.554, O3 1.230, C4 1.439
3 O -1.79 -2.07 -0.12  C2 1.230
4 C -1.12 0.16 0.12  C2 1.439, C5 1.436, C7 1.464
5 C -1.48 1.55 0.16  C4 1.436, N6 1.153
6 N -1.58 2.69 0.22  C5 1.153
7 C 0.32 -0.08 0.19  C4 1.464, C8 1.435, N12 1.424
8 C 0.77 -1.44 0.25  C7 1.435, C9 1.327, H17 1.107
9 C 2.03 -1.87 0.32  C8 1.327, C10 1.429, H18 1.045
10 C 3.01 -0.84 0.20  C9 1.429, C11 1.338, H19 1.040
11 C 2.67 0.45 0.07  C10 1.338, N12 1.385, H20 1.098
12 N 1.37 0.89 0.17  C7 1.424, C11 1.385, N13 1.434
13 N 1.37 2.30 -0.10  N12 1.434, H21 0.967, H22 1.089
14 H -3.36 0.59 -0.59  C1 1.057
15 H -4.21 -0.69 0.20  C1 1.000
16 H -3.87 -0.90 -1.43  C1 1.086
17 H -0.14 -2.07 0.19  C8 1.107
18 H 2.36 -2.86 0.34  C9 1.045
19 H 4.03 -1.03 0.08  C10 1.040
20 H 3.34 1.30 -0.11  C11 1.098
21 H 1.54 2.65 0.79  N13 0.967
22 H 0.35 2.61 -0.29  N13 1.089

natural (NBO) atomic charge list, values in e, 8 entries:
1. C -0.672
2. C 0.570
3. O -0.612
4. C -0.452
5. C 0.303
6. N -0.415
7. C 0.298
8. C -0.265

---

# 2
Density functional theory data (wB97M-V/def2-TZVPD) for a 2-piece molecular cluster, C9H9N3O2 overall in a non-equilibrium geometry.

Output
LUMO level = 0.018 eV
energy relative to the best compared isomer or geometry (same formula, charge and spin) = 95.0 kcal/mol
2S+1 = 1
F_max = 5.48 eV Å⁻¹
SMILES = O=c1cc[nH]c(=O)[nH]1.c1ccncc1
net charge = 0
HOMO-LUMO gap = 0.3002 Eh

Each atom is followed by the atoms it is bonded to, with distances in Å.
Atoms and positions in Å:
1 O 2.46 -1.54 1.93  C2 1.243
2 C 1.31 -1.09 1.80  O1 1.243, C3 1.429, N8 1.414
3 C 0.41 -1.50 0.77  C2 1.429, C4 1.354, H9 1.121
4 C -0.86 -1.03 0.67  C3 1.354, N5 1.383, H10 1.069
5 N -1.30 -0.01 1.50  C4 1.383, C6 1.409, H11 1.033
6 C -0.49 0.45 2.56  N5 1.409, O7 1.239, N8 1.388
7 O -0.95 1.24 3.40  C6 1.239
8 N 0.78 -0.10 2.65  C2 1.414, C6 1.388, H12 1.057
9 H 0.70 -2.38 0.13  C3 1.121
10 H -1.57 -1.35 -0.06  C4 1.069
11 H -2.23 0.43 1.50  N5 1.033
12 H 1.35 0.22 3.48  N8 1.057
13 C 0.13 1.64 -2.24  C14 1.420, C18 1.349, H19 1.153
14 C -1.15 1.06 -2.01  C13 1.420, C15 1.409, H20 1.040
15 C -1.12 -0.28 -1.58  C14 1.409, N16 1.320, H21 1.183
16 N -0.02 -0.95 -1.33  C15 1.320, C17 1.388
17 C 1.16 -0.24 -1.51  N16 1.388, C18 1.331, H22 1.053
18 C 1.29 0.98 -2.03  C13 1.349, C17 1.331, H23 1.039
19 H 0.18 2.79 -2.27  C13 1.153
20 H -2.04 1.58 -2.15  C14 1.040
21 H -2.21 -0.75 -1.53  C15 1.183
22 H 2.08 -0.72 -1.29  C17 1.053
23 H 2.08 1.53 -2.41  C18 1.039

natural (NBO) atomic charge list, values in e, 8 entries:
1. O -0.611
2. C 0.621
3. C -0.406
4. C 0.129
5. N -0.616
6. C 0.780
7. O -0.631
8. N -0.641

---

# 3
Density functional theory data (wB97M-V/def2-TZVPD) for one molecule with the formula C9H9N3S in a non-equilibrium geometry.

Output
LUMO level = 0.542 eV
energy relative to the best compared isomer or geometry (same formula, charge and spin) = 77.5 kcal/mol
2S+1 = 1
F_max = 6.65 eV Å⁻¹
SMILES = SN(c1ccccc1)c1ccn[nH]1
net charge = 0
HOMO-LUMO gap = 0.3232 Eh

Each atom is followed by the atoms it is bonded to, with distances in Å.
Atoms and positions in Å:
1 S -1.64 -1.51 1.60  N2 1.738, H14 1.448
2 N -0.51 -0.33 0.99  S1 1.738, C3 1.418, C9 1.654
3 C -0.76 0.51 -0.13  N2 1.418, C4 1.381, C8 1.480
4 C 0.29 0.92 -0.92  C3 1.381, C5 1.402, H15 1.094
5 C 0.03 1.71 -2.05  C4 1.402, C6 1.383, H16 1.082
6 C -1.24 2.10 -2.41  C5 1.383, C7 1.418, H17 1.119
7 C -2.32 1.63 -1.62  C6 1.418, C8 1.337, H18 1.127
8 C -2.13 0.82 -0.57  C3 1.480, C7 1.337, H19 1.160
9 C 0.97 -1.02 1.19  N2 1.654, C10 1.364, N13 1.330
10 C 2.01 -0.82 2.06  C9 1.364, C11 1.383, H20 1.105
11 C 2.83 -1.82 1.58  C10 1.383, N12 1.271, H21 1.121
12 N 2.44 -2.50 0.58  C11 1.271, N13 1.367
13 N 1.19 -2.02 0.33  C9 1.330, N12 1.367, H22 0.927
14 H -2.08 -0.80 2.78  S1 1.448
15 H 1.28 0.48 -0.76  C4 1.094
16 H 0.89 2.02 -2.64  C5 1.082
17 H -1.42 2.92 -3.15  C6 1.119
18 H -3.38 2.00 -1.68  C7 1.127
19 H -3.05 0.68 0.14  C8 1.160
20 H 2.09 -0.43 3.09  C10 1.105
21 H 3.85 -2.16 1.90  C11 1.121
22 H 0.66 -2.38 -0.33  N13 0.927

natural (NBO) atomic charge list, values in e, 8 entries:
1. S 0.171
2. N -0.581
3. C 0.171
4. C -0.290
5. C -0.180
6. C -0.253
7. C -0.200
8. C -0.259

---

# 4
Density functional theory data (wB97M-V/def2-TZVPD) for one molecule with the formula C9H9NO in a non-equilibrium geometry.

Output
LUMO level = 0.530 eV
energy relative to the best compared isomer or geometry (same formula, charge and spin) = 62.6 kcal/mol
2S+1 = 1
F_max = 6.46 eV Å⁻¹
SMILES = N[C@H]1C(=O)Cc2ccccc21
net charge = 0
HOMO-LUMO gap = 0.3581 Eh

Each atom is followed by the atoms it is bonded to, with distances in Å.
Atoms and positions in Å:
1 N -2.45 0.85 0.31  C2 1.392, H12 1.008, H13 1.062
2 C -1.52 0.01 -0.31  N1 1.392, C3 1.388, C11 1.576, H14 1.180
3 C -1.09 0.50 -1.53  C2 1.388, O4 1.164, C5 1.645
4 O -1.78 1.13 -2.24  C3 1.164
5 C 0.53 0.33 -1.76  C3 1.645, C6 1.526, H15 1.154, H16 1.167
6 C 0.94 -0.22 -0.39  C5 1.526, C7 1.396, C11 1.435
7 C 2.23 -0.41 0.10  C6 1.396, C8 1.381, H17 1.132
8 C 2.47 -0.62 1.45  C7 1.381, C9 1.334, H18 1.088
9 C 1.44 -0.85 2.26  C8 1.334, C10 1.428, H19 1.097
10 C 0.11 -0.79 1.77  C9 1.428, C11 1.402, H20 1.019
11 C -0.20 -0.35 0.47  C2 1.576, C6 1.435, C10 1.402
12 H -2.31 1.83 0.47  N1 1.008
13 H -2.66 0.55 1.30  N1 1.062
14 H -2.23 -0.91 -0.49  C2 1.180
15 H 0.75 -0.18 -2.77  C5 1.154
16 H 1.14 1.32 -1.88  C5 1.167
17 H 3.03 -0.14 -0.65  C7 1.132
18 H 3.46 -0.70 1.90  C8 1.088
19 H 1.51 -1.42 3.20  C9 1.097
20 H -0.72 -0.92 2.35  C10 1.019

natural (NBO) atomic charge list, values in e, 8 entries:
1. N -0.813
2. C -0.197
3. C 0.605
4. O -0.488
5. C -0.550
6. C -0.021
7. C -0.201
8. C -0.213

---

# 5
Density functional theory data (wB97M-V/def2-TZVPD) for one molecule with the formula C9H9NO2 in a non-equilibrium geometry.

Output
LUMO level = -0.310 eV
energy relative to the best compared isomer or geometry (same formula, charge and spin) = 170.2 kcal/mol
2S+1 = 1
F_max = 5.81 eV Å⁻¹
SMILES = C=NC1=C[C@H]([C@@H]2CO2)C(=O)C=C1
net charge = 0
HOMO-LUMO gap = 0.2846 Eh

Each atom is followed by the atoms it is bonded to, with distances in Å.
Atoms and positions in Å:
1 C -1.62 2.69 -0.13  N2 1.252, H13 1.090, H14 1.072
2 N -0.44 2.28 -0.23  C1 1.252, C3 1.440
3 C 0.21 1.00 -0.12  N2 1.440, C4 1.355, C12 1.458
4 C 0.37 0.23 -1.22  C3 1.355, C5 1.477, H15 1.193
5 C 0.78 -1.15 -0.89  C4 1.477, C6 1.465, C9 1.497, H16 1.100
6 C -0.40 -1.75 -0.28  C5 1.465, C7 1.516, O8 1.389, H17 1.203
7 C -1.66 -1.03 0.17  C6 1.516, O8 1.445, H18 1.201, H19 1.030
8 O -0.72 -1.67 1.07  C6 1.389, C7 1.445
9 C 1.92 -1.18 0.08  C5 1.497, O10 1.232, C11 1.416
10 O 2.42 -2.30 0.26  C9 1.232
11 C 2.03 -0.17 1.06  C9 1.416, C12 1.315, H20 1.111
12 C 1.21 0.85 0.94  C3 1.458, C11 1.315, H21 1.196
13 H -1.56 3.72 -0.48  C1 1.090
14 H -2.50 2.34 0.38  C1 1.072
15 H -0.23 0.56 -2.20  C4 1.193
16 H 0.77 -1.85 -1.74  C5 1.100
17 H -0.41 -2.87 -0.73  C6 1.203
18 H -1.40 0.13 0.29  C7 1.201
19 H -2.68 -1.15 0.12  C7 1.030
20 H 2.60 -0.48 1.96  C11 1.111
21 H 1.32 1.78 1.68  C12 1.196

natural (NBO) atomic charge list, values in e, 8 entries:
1. C -0.027
2. N -0.390
3. C 0.011
4. C -0.138
5. C -0.421
6. C 0.112
7. C -0.114
8. O -0.491

---

# 6
Density functional theory data (wB97M-V/def2-TZVPD) for a 2-piece molecular cluster, C9H9NO3 overall in a non-equilibrium geometry.

Output
LUMO level (alpha / beta) = -0.764 / -0.764 eV
energy relative to the best compared isomer or geometry (same formula, charge and spin) = 167.2 kcal/mol
2S+1 = 1
F_max = 4.76 eV Å⁻¹
net charge = 0
HOMO-LUMO gap (alpha / beta) = 0.2614 / 0.2614 Eh

Each atom is followed by the atoms it is bonded to, with distances in Å.
Atoms and positions in Å:
1 C 2.71 -0.96 -0.59  C2 1.400, C3 1.409, H14 1.022
2 C 2.21 0.24 -1.09  C1 1.400, C4 1.348, H15 1.015
3 C 2.09 -1.53 0.54  C1 1.409, C5 1.360, H16 1.062
4 C 1.06 0.77 -0.60  C2 1.348, C6 1.443, H17 1.141
5 C 1.14 -0.78 1.16  C3 1.360, C6 1.371, H18 1.127
6 C 0.55 0.37 0.69  C4 1.443, C5 1.371, C9 1.399
7 C -3.45 0.45 -0.51  C8 1.444, O13 1.424, H19 1.141, H20 1.058
8 C -2.35 -0.41 -0.15  C7 1.444, N10 1.359, O13 1.293
9 C -0.69 0.79 1.18  C6 1.399, H21 1.093, H22 1.111
10 N -1.36 -1.20 -0.62  C8 1.359, O11 1.209, O12 1.186
11 O -1.14 -2.25 -0.06  N10 1.209
12 O -0.77 -0.73 -1.54  N10 1.186
13 O -3.51 -0.67 0.37  C7 1.424, C8 1.293
14 H 3.42 -1.53 -1.06  C1 1.022
15 H 2.61 0.68 -1.91  C2 1.015
16 H 2.68 -2.29 0.99  C3 1.062
17 H 0.76 1.79 -1.02  C4 1.141
18 H 0.78 -1.14 2.16  C5 1.127
19 H -3.70 1.51 -0.16  C7 1.141
20 H -3.84 0.24 -1.47  C7 1.058
21 H -0.94 0.37 2.16  C9 1.093
22 H -1.18 1.70 0.78  C9 1.111

natural (NBO) atomic charge list, values in e, 8 entries:
1. C -0.137
2. C -0.247
3. C -0.229
4. C -0.107
5. C -0.131
6. C -0.179
7. C -0.130
8. C 0.384

---

Q: Look up the energy relative to the best compared isomer or geometry (same formula, charge and spin) of the fifth one.
A: 170.2 kcal/mol

---

Q: Among the records above, which one has the highest F_max?
A: C9H9N3S

---

What did the first record say?
Density functional theory data (wB97M-V/def2-TZVPD) for one molecule with the formula C9H9N3O in a non-equilibrium geometry.

Output
LUMO level = -0.331 eV
energy relative to the best compared isomer or geometry (same formula, charge and spin) = 65.3 kcal/mol
2S+1 = 1
F_max = 4.69 eV Å⁻¹
SMILES = CC(=O)/C(C#N)=C1\C=CC=CN1N
net charge = 0
HOMO-LUMO gap = 0.2872 Eh

Each atom is followed by the atoms it is bonded to, with distances in Å.
Atoms and positions in Å:
1 C -3.54 -0.45 -0.50  C2 1.554, H14 1.057, H15 1.000, H16 1.086
2 C -2.08 -0.88 -0.16  C1 1.554, O3 1.230, C4 1.439
3 O -1.79 -2.07 -0.12  C2 1.230
4 C -1.12 0.16 0.12  C2 1.439, C5 1.436, C7 1.464
5 C -1.48 1.55 0.16  C4 1.436, N6 1.153
6 N -1.58 2.69 0.22  C5 1.153
7 C 0.32 -0.08 0.19  C4 1.464, C8 1.435, N12 1.424
8 C 0.77 -1.44 0.25  C7 1.435, C9 1.327, H17 1.107
9 C 2.03 -1.87 0.32  C8 1.327, C10 1.429, H18 1.045
10 C 3.01 -0.84 0.20  C9 1.429, C11 1.338, H19 1.040
11 C 2.67 0.45 0.07  C10 1.338, N12 1.385, H20 1.098
12 N 1.37 0.89 0.17  C7 1.424, C11 1.385, N13 1.434
13 N 1.37 2.30 -0.10  N12 1.434, H21 0.967, H22 1.089
14 H -3.36 0.59 -0.59  C1 1.057
15 H -4.21 -0.69 0.20  C1 1.000
16 H -3.87 -0.90 -1.43  C1 1.086
17 H -0.14 -2.07 0.19  C8 1.107
18 H 2.36 -2.86 0.34  C9 1.045
19 H 4.03 -1.03 0.08  C10 1.040
20 H 3.34 1.30 -0.11  C11 1.098
21 H 1.54 2.65 0.79  N13 0.967
22 H 0.35 2.61 -0.29  N13 1.089

natural (NBO) atomic charge list, values in e, 8 entries:
1. C -0.672
2. C 0.570
3. O -0.612
4. C -0.452
5. C 0.303
6. N -0.415
7. C 0.298
8. C -0.265